(1)
ORCA calculation (ωB97M-V/def2-TZVPD) on a cluster of 10 separate species, C36H97N13O16 in total at a distorted geometry.

Results
Structure (SMILES): COCCNCCOC.COCCNCCOC.COCCNCCOC.COCCNCCOC.COCCNCCOC.NC(N)=O.NC(N)=O.NC(N)=O.NC(N)=O.OCCO

The geometry in XYZ format:
```
162
C36H97N13O16 (ωB97M-V/def2-TZVPD)
C 6.589 -4.195 -4.347
O 5.549 -4.372 -3.464
C 4.228 -4.620 -3.955
C 3.159 -4.776 -2.830
N 2.858 -3.658 -1.959
C 4.002 -2.936 -1.423
C 3.399 -1.809 -0.573
O 2.982 -2.355 0.715
C 2.258 -1.474 1.471
H 6.357 -3.499 -5.154
H 6.812 -5.144 -4.835
H 7.410 -3.763 -3.776
H 4.207 -5.593 -4.446
H 3.875 -3.890 -4.682
H 3.298 -5.610 -2.141
H 2.231 -5.038 -3.338
H 2.165 -3.793 -1.236
H 4.539 -2.528 -2.279
H 4.685 -3.515 -0.801
H 2.588 -1.259 -1.051
H 4.195 -1.113 -0.309
H 2.899 -0.700 1.894
H 1.766 -1.998 2.290
H 1.459 -0.995 0.905
C -1.565 3.869 2.144
O -1.843 4.786 3.100
C -0.748 5.626 3.480
C -1.164 6.894 4.204
N -2.129 7.737 3.456
C -1.454 8.510 2.380
C -2.485 9.293 1.594
O -2.908 8.704 0.342
C -3.590 7.429 0.518
H -1.752 4.315 1.168
H -2.342 3.131 2.349
H -0.598 3.396 2.316
H -0.187 5.989 2.619
H -0.026 5.107 4.111
H -0.383 7.480 4.688
H -1.752 6.550 5.054
H -2.864 7.169 3.060
H -1.044 7.835 1.628
H -0.618 9.132 2.700
H -2.094 10.308 1.525
H -3.422 9.490 2.116
H -2.983 6.611 0.904
H -3.806 7.122 -0.506
H -4.475 7.530 1.146
C 1.398 1.132 4.409
O 2.789 1.171 4.058
C 3.796 1.073 5.057
C 4.049 -0.216 5.745
N 4.881 -0.017 6.995
C 4.909 -1.265 7.764
C 5.800 -1.104 9.069
O 5.086 -0.343 10.103
C 5.821 -0.196 11.337
H 0.809 1.229 3.497
H 1.166 1.941 5.102
H 1.304 0.213 4.988
H 3.725 1.935 5.721
H 4.752 1.301 4.586
H 4.456 -0.931 5.031
H 3.073 -0.643 5.974
H 4.466 0.635 7.645
H 5.331 -2.057 7.146
H 3.888 -1.573 7.989
H 6.793 -0.700 8.871
H 6.078 -2.074 9.481
H 6.689 0.460 11.265
H 6.198 -1.134 11.746
H 5.185 0.300 12.070
C -0.783 5.716 -1.691
O -0.523 5.105 -2.889
C -0.467 3.662 -2.838
C 0.246 3.095 -4.124
N 1.634 3.497 -4.115
C 2.480 3.043 -5.228
C 3.947 3.401 -5.150
O 4.013 4.819 -5.444
C 5.336 5.289 -5.255
H -0.869 6.789 -1.860
H 0.040 5.506 -1.009
H -1.787 5.383 -1.425
H -1.445 3.216 -2.657
H 0.050 3.305 -1.947
H -0.361 3.554 -4.905
H 0.093 2.020 -4.227
H 1.623 4.505 -4.176
H 1.984 3.376 -6.140
H 2.391 1.958 -5.289
H 4.371 2.887 -6.012
H 4.454 3.084 -4.238
H 5.632 5.085 -4.226
H 5.513 6.360 -5.347
H 5.981 4.750 -5.949
C -1.202 -3.904 -2.184
O -0.987 -5.030 -3.033
C -2.072 -5.377 -3.885
C -3.020 -6.305 -3.121
N -4.297 -6.188 -3.752
C -5.288 -7.219 -3.469
C -6.740 -6.944 -3.962
O -7.226 -5.839 -3.266
C -8.634 -5.634 -3.541
H -1.530 -3.037 -2.756
H -0.332 -3.480 -1.681
H -1.967 -4.025 -1.417
H -1.794 -5.951 -4.769
H -2.641 -4.595 -4.389
H -3.102 -5.964 -2.089
H -2.484 -7.254 -3.083
H -4.703 -5.276 -3.594
H -5.286 -7.599 -2.447
H -4.921 -8.100 -3.996
H -7.345 -7.818 -3.722
H -6.771 -6.796 -5.042
H -8.925 -4.919 -2.771
H -9.220 -6.515 -3.279
H -8.874 -5.196 -4.510
N -2.211 -3.677 4.051
C -1.904 -2.769 3.140
N -2.903 -2.645 2.353
O -0.970 -1.988 3.143
H -3.152 -4.041 4.083
H -1.590 -3.729 4.846
H -3.506 -3.434 2.173
H -2.756 -1.862 1.731
N -1.086 0.055 1.265
C -1.579 -0.394 0.135
N -1.299 0.516 -0.752
O -2.097 -1.492 -0.082
H -0.994 -0.674 1.958
H -0.558 0.916 1.283
H -0.534 1.130 -0.510
H -1.665 0.393 -1.685
N 2.903 1.817 1.309
C 2.001 2.206 0.464
N 2.546 2.679 -0.594
O 0.796 2.101 0.587
H 2.693 1.530 2.254
H 3.862 1.776 0.993
H 1.860 2.932 -1.291
H 3.501 3.006 -0.546
N -3.949 -0.288 -4.491
C -2.722 -0.255 -4.164
N -1.911 -0.987 -4.854
O -2.340 0.380 -3.215
H -4.160 -0.804 -5.334
H -4.575 0.074 -3.786
H -0.961 -1.021 -4.512
H -2.170 -1.483 -5.696
O -6.194 -4.246 0.864
C -5.809 -4.205 -0.512
C -4.561 -3.334 -0.759
O -4.892 -1.953 -0.686
H -6.675 -3.417 0.928
H -5.713 -5.222 -0.894
H -6.665 -3.843 -1.082
H -4.116 -3.491 -1.742
H -3.797 -3.731 -0.091
H -4.064 -1.485 -0.810
```

These are the Löwdin partial charges, in e, on atoms 1 to 99: -0.135 -0.216 -0.180 -0.192 -0.077 -0.200 -0.182 -0.187 -0.143 0.082 0.086 0.093 0.115 0.120 0.114 0.107 0.103 0.111 0.122 0.119 0.109 0.066 0.089 0.079 -0.137 -0.185 -0.217 -0.202 -0.048 -0.205 -0.216 -0.196 -0.087 0.082 0.099 0.074 0.110 0.118 0.120 0.108 0.081 0.103 0.118 0.114 0.115 0.061 0.086 0.090 -0.041 -0.252 -0.229 -0.201 -0.051 -0.201 -0.173 -0.207 -0.112 0.081 0.087 0.084 0.124 0.126 0.127 0.104 0.101 0.112 0.111 0.112 0.104 0.078 0.080 0.083 -0.135 -0.195 -0.179 -0.191 -0.062 -0.212 -0.200 -0.193 -0.122 0.093 0.093 0.084 0.115 0.078 0.113 0.110 0.106 0.120 0.115 0.117 0.122 0.079 0.085 0.084 -0.094 -0.174 -0.222

(2)
ORCA calculation (ωB97M-V/def2-TZVPD) on a structure of composition C36H99F2Li2N10O13S2 at a distorted geometry.

Results
Net charge: +1
ΔE to the lowest compared entry with this formula, charge and spin (kJ/mol): 153.9

The geometry in XYZ format:
```
164
C36H99F2Li2N10O13S2 (ωB97M-V/def2-TZVPD)
Li -0.104 3.541 1.251
Li -2.102 2.511 -0.589
N -0.711 1.727 0.742
S 0.191 0.688 -0.274
O -0.257 -0.484 -0.923
O 1.514 0.727 0.234
F 0.273 1.737 -1.470
S -1.184 0.593 1.833
O -0.080 0.105 2.564
O -2.120 -0.331 1.312
F -2.003 1.465 2.831
C -3.598 0.237 -3.745
C -2.802 1.159 -2.833
C -3.363 2.567 -2.853
O -2.517 3.399 -2.074
C -2.789 4.780 -2.244
N -2.854 0.734 -1.415
H -4.605 0.051 -3.367
H -3.085 -0.697 -3.956
H -3.794 0.729 -4.707
H -1.735 1.174 -3.062
H -4.412 2.522 -2.524
H -3.443 2.885 -3.900
H -3.834 5.030 -2.041
H -2.562 5.101 -3.265
H -2.136 5.336 -1.575
H -2.344 -0.144 -1.383
H -3.773 0.549 -1.019
C 0.837 5.229 -1.462
C 2.334 5.493 -1.540
C 2.935 4.811 -2.741
O 2.766 3.416 -2.751
C 3.450 2.723 -1.749
N 2.678 6.916 -1.685
H 0.324 5.569 -2.365
H 0.325 5.738 -0.635
H 0.698 4.143 -1.365
H 2.813 5.198 -0.607
H 4.003 5.073 -2.770
H 2.548 5.231 -3.672
H 3.341 3.068 -0.717
H 4.528 2.663 -1.950
H 3.086 1.694 -1.760
H 2.393 7.428 -0.856
H 2.092 7.306 -2.421
C 0.038 -2.220 -3.799
C 0.069 -3.692 -3.342
C -0.193 -3.772 -1.848
O -1.522 -3.382 -1.570
C -1.797 -3.408 -0.204
N -0.990 -4.369 -4.118
H -0.980 -1.848 -3.713
H 0.276 -2.208 -4.865
H 0.793 -1.635 -3.277
H 1.026 -4.142 -3.605
H 0.483 -3.077 -1.322
H 0.031 -4.770 -1.443
H -1.831 -4.432 0.178
H -2.776 -2.935 -0.049
H -1.182 -2.762 0.439
H -1.171 -5.281 -3.693
H -1.866 -3.911 -3.866
C -2.152 -2.090 4.330
C -1.892 -2.923 5.564
C -3.168 -3.135 6.320
O -2.864 -3.584 7.633
C -3.916 -4.273 8.236
N -1.289 -4.231 5.148
H -3.091 -2.381 3.864
H -1.338 -2.135 3.610
H -2.239 -1.049 4.663
H -1.162 -2.484 6.254
H -3.796 -3.865 5.790
H -3.731 -2.195 6.429
H -3.643 -4.418 9.283
H -4.200 -5.181 7.704
H -4.803 -3.622 8.360
H -0.450 -3.965 4.634
H -0.895 -4.654 5.987
C 3.342 3.529 3.584
C 1.978 3.266 2.940
C 0.880 3.957 3.726
O -0.400 3.522 3.266
C -1.424 4.001 4.128
N 1.903 3.652 1.506
H 4.054 2.772 3.260
H 3.251 3.474 4.669
H 3.727 4.528 3.367
H 1.781 2.191 3.021
H 0.968 5.043 3.552
H 1.019 3.805 4.798
H -1.508 3.402 5.034
H -2.391 3.964 3.622
H -1.274 5.062 4.348
H 2.670 4.280 1.292
H 2.102 2.809 0.964
C 3.146 0.749 -5.030
C 1.944 1.505 -5.572
C 1.629 1.047 -6.969
O 0.608 1.856 -7.495
C 0.290 1.556 -8.836
N 0.761 1.288 -4.694
H 3.430 1.025 -4.017
H 4.027 0.786 -5.675
H 2.867 -0.312 -5.035
H 2.153 2.583 -5.595
H 1.331 -0.014 -6.972
H 2.523 1.121 -7.605
H -0.446 2.301 -9.125
H -0.163 0.560 -8.927
H 1.180 1.553 -9.473
H 0.012 1.522 -5.350
H 0.689 2.029 -4.002
C 1.778 -6.300 3.129
C 3.071 -5.657 2.685
C 2.996 -4.150 2.670
O 1.971 -3.762 1.763
C 1.462 -2.486 2.015
N 4.157 -6.011 3.639
H 1.880 -7.363 3.349
H 1.077 -6.214 2.294
H 1.355 -5.806 4.002
H 3.408 -5.939 1.680
H 3.937 -3.723 2.302
H 2.769 -3.790 3.682
H 2.197 -1.743 2.333
H 0.651 -2.521 2.761
H 0.921 -2.169 1.118
H 4.404 -6.983 3.503
H 4.987 -5.459 3.458
C 7.341 -1.845 -0.579
C 6.202 -0.855 -0.433
C 4.945 -1.513 0.108
O 4.332 -2.377 -0.820
C 3.460 -1.680 -1.661
N 6.653 0.180 0.536
H 8.222 -1.362 -1.005
H 7.115 -2.719 -1.198
H 7.638 -2.277 0.380
H 5.997 -0.362 -1.388
H 4.200 -0.775 0.454
H 5.198 -2.027 1.045
H 2.486 -1.537 -1.169
H 3.182 -2.310 -2.512
H 3.823 -0.737 -2.080
H 6.964 1.007 0.043
H 5.961 0.480 1.210
C -7.775 -0.112 0.040
C -6.658 0.778 0.582
C -5.744 0.025 1.515
O -6.533 -0.543 2.530
C -5.753 -1.042 3.576
N -5.871 1.239 -0.591
H -8.421 0.381 -0.684
H -8.433 -0.388 0.866
H -7.318 -1.024 -0.348
H -7.145 1.631 1.068
H -5.035 0.740 1.967
H -5.176 -0.728 0.952
H -5.093 -1.846 3.221
H -6.362 -1.533 4.339
H -5.177 -0.274 4.105
H -5.141 1.855 -0.229
H -6.465 1.854 -1.140
```

These are the Löwdin partial charges, in e, on atoms 1 to 99: 0.629 0.614 -0.413 0.511 -0.206 -0.259 -0.179 0.425 -0.224 -0.240 -0.136 -0.022 -0.392 -0.197 -0.275 -0.066 0.008 0.087 0.075 0.087 0.128 0.127 0.142 0.104 0.108 0.079 0.063 0.053 -0.063 -0.442 -0.200 -0.178 -0.109 0.046 0.088 0.074 0.055 0.110 0.136 0.139 0.066 0.105 0.071 0.075 0.079 -0.064 -0.406 -0.212 -0.189 -0.116 0.035 0.057 0.075 0.053 0.136 0.105 0.133 0.100 0.087 0.064 0.075 0.061 -0.058 -0.428 -0.223 -0.186 -0.127 0.049 0.066 0.047 0.084 0.141 0.132 0.129 0.090 0.091 0.089 0.045 0.073 -0.029 -0.398 -0.195 -0.283 -0.079 0.017 0.085 0.087 0.089 0.144 0.142 0.139 0.108 0.090 0.101 0.076 0.046 -0.053 -0.426 -0.231

(3)
ORCA calculation (ωB97M-V/def2-TZVPD) on a cluster of 11 separate species, C36H99N5O13 in total at a distorted geometry.

Results
Structure (SMILES): COC[C@H](C)N.COC[C@H](C)N.COC[C@H](C)N.COCCNCCOC.COCCNCCOC.CCO.CCO.CCO.CCO.CCO.CCO

The geometry in XYZ format:
```
153
C36H99N5O13 (ωB97M-V/def2-TZVPD)
C 3.822 -2.990 4.788
O 3.994 -1.720 4.165
C 4.929 -1.742 3.060
C 5.483 -0.256 2.870
C 4.585 0.886 2.291
N 6.481 -0.338 1.776
H 3.038 -2.741 5.503
H 4.714 -3.284 5.341
H 3.510 -3.891 4.259
H 5.629 -2.568 3.189
H 4.399 -2.165 2.207
H 5.910 0.061 3.822
H 4.064 0.473 1.427
H 4.970 1.863 1.998
H 3.791 1.105 3.004
H 6.984 0.505 1.540
H 7.149 -1.077 1.608
C -4.203 3.017 -4.784
O -3.049 2.597 -5.514
C -1.992 2.149 -4.723
C -0.625 1.989 -5.575
C 0.713 1.842 -4.830
N -0.495 3.122 -6.369
H -4.646 2.224 -4.182
H -5.003 3.267 -5.480
H -3.945 3.827 -4.102
H -1.808 2.753 -3.835
H -2.304 1.152 -4.413
H -0.825 1.250 -6.351
H 0.924 0.828 -4.490
H 0.778 2.381 -3.885
H 1.498 2.158 -5.517
H -1.412 3.306 -6.751
H -0.534 3.899 -5.726
C -7.318 -0.064 1.783
O -6.804 1.035 1.064
C -7.715 2.130 0.826
C -6.974 3.214 -0.033
C -6.567 2.658 -1.300
N -5.860 3.751 0.649
H -6.789 -0.301 2.706
H -7.217 -0.917 1.112
H -8.358 0.188 1.988
H -8.711 1.897 0.450
H -7.959 2.592 1.782
H -7.602 4.103 -0.095
H -7.354 2.790 -2.043
H -6.262 1.611 -1.299
H -5.830 3.344 -1.717
H -5.461 2.969 1.149
H -5.198 4.043 -0.055
C 1.245 0.399 4.557
O 0.463 0.183 3.335
C 1.190 -0.717 2.520
C 0.478 -1.327 1.294
N 0.287 -0.364 0.185
C -0.449 -0.902 -0.912
C -0.562 0.286 -1.916
O -1.604 1.195 -1.663
C -2.960 0.689 -1.764
H 0.759 0.985 5.336
H 2.191 0.911 4.380
H 1.431 -0.504 5.138
H 1.719 -1.470 3.104
H 1.985 -0.084 2.125
H -0.365 -1.751 1.840
H 1.099 -2.155 0.951
H -0.133 0.514 0.455
H -1.389 -1.325 -0.557
H 0.067 -1.648 -1.516
H -0.719 -0.036 -2.946
H 0.364 0.858 -1.973
H -3.631 1.511 -1.515
H -3.268 -0.052 -1.026
H -3.305 0.362 -2.745
C 3.689 -5.551 -1.457
O 2.944 -5.571 -0.273
C 2.799 -4.253 0.211
C 2.134 -4.395 1.617
N 0.772 -4.880 1.695
C 0.460 -5.082 3.109
C -0.890 -5.467 3.225
O -1.195 -5.867 4.566
C -2.478 -6.431 4.668
H 3.406 -4.806 -2.200
H 3.557 -6.531 -1.916
H 4.774 -5.570 -1.348
H 2.130 -3.653 -0.406
H 3.790 -3.813 0.323
H 2.125 -3.507 2.249
H 2.837 -5.018 2.169
H 0.674 -5.693 1.103
H 0.543 -4.135 3.642
H 1.095 -5.775 3.662
H -1.153 -6.233 2.496
H -1.526 -4.604 3.026
H -3.166 -5.707 4.232
H -2.883 -6.413 5.680
H -2.573 -7.376 4.135
C 3.475 2.944 -2.078
C 3.742 3.984 -1.038
O 2.737 4.919 -1.029
H 4.324 2.300 -2.307
H 3.167 3.489 -2.970
H 2.652 2.291 -1.785
H 4.694 4.488 -1.204
H 3.820 3.491 -0.069
H 2.713 5.245 -1.931
C -0.331 -3.336 -4.430
C 0.548 -4.312 -3.736
O 1.626 -4.747 -4.564
H -0.515 -3.504 -5.491
H 0.171 -2.368 -4.426
H -1.314 -3.369 -3.961
H -0.103 -5.135 -3.440
H 0.925 -3.940 -2.783
H 1.302 -5.365 -5.223
C -2.809 1.489 2.235
C -2.939 0.027 2.666
O -2.353 -0.178 3.932
H -3.521 2.111 2.778
H -2.850 1.564 1.149
H -1.789 1.789 2.474
H -2.478 -0.617 1.916
H -3.981 -0.290 2.714
H -1.443 0.128 3.925
C 3.117 -0.922 -2.321
C 4.368 -1.239 -1.509
O 5.228 -0.146 -1.658
H 2.389 -1.661 -1.986
H 3.334 -1.025 -3.384
H 2.920 0.134 -2.138
H 4.973 -2.086 -1.833
H 4.018 -1.540 -0.522
H 5.478 0.178 -0.789
C -1.734 4.726 0.436
C -1.308 4.726 -1.043
O -2.158 3.953 -1.806
H -1.781 3.709 0.826
H -2.767 5.040 0.585
H -1.111 5.223 1.181
H -0.320 4.272 -1.129
H -1.312 5.718 -1.494
H -1.844 3.046 -1.801
C 1.277 3.263 1.474
C 1.552 4.548 2.178
O 1.953 5.619 1.306
H 0.952 2.440 2.110
H 2.176 2.872 0.997
H 0.461 3.431 0.772
H 2.360 4.300 2.865
H 0.651 4.923 2.663
H 2.358 5.247 0.519
```

These are the Löwdin partial charges, in e, on atoms 1 to 99: -0.109 -0.217 -0.143 -0.324 -0.061 0.000 0.088 0.087 0.071 0.117 0.098 0.125 0.060 0.078 0.045 0.069 0.072 -0.078 -0.193 -0.185 -0.418 -0.049 0.011 0.073 0.090 0.086 0.102 0.099 0.136 0.054 0.061 0.081 0.070 0.081 -0.097 -0.216 -0.161 -0.483 -0.085 0.050 0.080 0.087 0.083 0.121 0.118 0.137 0.084 0.086 0.076 0.058 0.059 -0.059 -0.206 -0.218 -0.156 -0.030 -0.196 -0.197 -0.225 -0.072 0.090 0.073 0.084 0.097 0.095 0.113 0.086 0.104 0.111 0.096 0.103 0.109 0.076 0.083 0.080 -0.122 -0.169 -0.205 -0.229 -0.022 -0.246 -0.266 -0.172 -0.123 0.080 0.089 0.087 0.101 0.111 0.077 0.109 0.116 0.130 0.135 0.131 0.132 0.079 0.089 0.089

Number 1: HOMO energy -0.2927 Eh, frontier orbital gap 8.31 eV, total energy -91028.7523 eV. Number 2: HOMO energy -0.3853 Eh, frontier orbital gap 6.99 eV, total energy -107964.5293 eV. Number 3: HOMO energy -0.3330 Eh, frontier orbital gap 9.58 eV, total energy -72995.4635 eV.